Entry 1:
# C52H42N2NaOP2S2

C52H42N2NaOP2S2 as an isolated structure (the ωB97M-V functional and the def2-TZVPD basis, OMol25).

Atoms and positions in Å:
1 Na 1.4650 0.4617 -0.2570
2 O -0.7412 -0.9744 -1.0129
3 S -1.3570 -0.1707 0.0903
4 C -2.8686 0.5769 -0.5384
5 C -4.0035 0.5511 0.2416
6 C -5.2516 1.0430 -0.1860
7 C -5.3437 1.5203 -1.4591
8 C -6.5294 2.0057 -2.2503
9 C -5.9368 2.4813 -3.5991
10 C -4.4677 2.1596 -3.5085
11 C -3.4550 2.3388 -4.4052
12 C -2.1490 2.0422 -3.9778
13 C -1.8266 1.5441 -2.7270
14 P -0.0352 1.5642 -2.3364
15 C 0.4034 3.3345 -2.4633
16 C -0.5157 4.3750 -2.5520
17 C -0.0893 5.6977 -2.5154
18 C 1.2572 5.9984 -2.3947
19 C 2.1839 4.9676 -2.2987
20 C 1.7569 3.6512 -2.3197
21 C 0.6765 0.8270 -3.8421
22 C 0.5281 -0.5544 -3.9816
23 C 1.0397 -1.1973 -5.0965
24 C 1.7137 -0.4749 -6.0722
25 C 1.8699 0.8956 -5.9343
26 C 1.3504 1.5484 -4.8236
27 C -2.8852 1.2245 -1.8190
28 C -4.1750 1.6084 -2.2453
29 C -2.0335 -1.3693 1.2266
30 C -2.9603 -2.2428 0.6999
31 C -3.6818 -3.1585 1.4824
32 C -3.4731 -3.1356 2.8345
33 C -4.1358 -3.9029 3.9488
34 C -3.4115 -3.4400 5.2381
35 C -2.3958 -2.4311 4.7689
36 C -1.4637 -1.7048 5.4509
37 C -0.5692 -0.9162 4.7011
38 C -0.6135 -0.7779 3.3265
39 P 0.8716 -0.0500 2.5303
40 C 1.4004 1.2439 3.7007
41 C 2.3040 1.0448 4.7433
42 C 2.6398 2.0937 5.5871
43 C 2.0723 3.3464 5.4033
44 C 1.1726 3.5535 4.3674
45 C 0.8467 2.5105 3.5154
46 C 2.0954 -1.3858 2.7736
47 C 1.7272 -2.7062 3.0200
48 C 2.6892 -3.7064 3.0728
49 C 4.0277 -3.3998 2.8848
50 C 4.4035 -2.0875 2.6289
51 C 3.4438 -1.0916 2.5635
52 C -1.6703 -1.4233 2.6050
53 C -2.4831 -2.2879 3.3691
54 H -3.9568 0.0997 1.2225
55 H -6.1066 0.9838 0.4745
56 H -7.0575 2.8034 -1.7268
57 H -7.2446 1.1938 -2.3923
58 H -6.0781 3.5540 -3.7421
59 H -6.4034 1.9861 -4.4511
60 H -3.6229 2.7381 -5.3971
61 H -1.3372 2.2543 -4.6635
62 H -1.5720 4.1632 -2.6474
63 H -0.8186 6.4945 -2.5850
64 H 1.5857 7.0289 -2.3708
65 H 3.2387 5.1907 -2.2024
66 H 2.4923 2.8542 -2.2454
67 H 0.0174 -1.1193 -3.2114
68 H 0.9165 -2.2676 -5.2014
69 H 2.1115 -0.9809 -6.9426
70 H 2.3876 1.4641 -6.6964
71 H 1.4661 2.6208 -4.7331
72 H -3.1624 -2.1855 -0.3632
73 H -4.4041 -3.8179 1.0200
74 H -4.0463 -4.9785 3.7919
75 H -5.2029 -3.6780 3.9831
76 H -2.9200 -4.2712 5.7458
77 H -4.1021 -2.9966 5.9565
78 H -1.3600 -1.7617 6.5266
79 H 0.2288 -0.4214 5.2403
80 H 2.7480 0.0698 4.8974
81 H 3.3449 1.9302 6.3917
82 H 2.3334 4.1617 6.0650
83 H 0.7314 4.5302 4.2177
84 H 0.1524 2.6814 2.6991
85 H 0.6875 -2.9617 3.1782
86 H 2.3882 -4.7264 3.2743
87 H 4.7781 -4.1781 2.9430
88 H 5.4466 -1.8384 2.4805
89 H 3.7525 -0.0713 2.3610
90 C 4.1509 -4.3619 -0.9593
91 N 4.8598 -3.2750 -1.6072
92 C 6.1373 -3.3278 -2.1401
93 C 6.4220 -2.1065 -2.6294
94 N 5.3130 -1.3190 -2.3848
95 C 4.3504 -2.0335 -1.7567
96 S 2.8235 -1.5287 -1.2779
97 H 4.7245 -5.2752 -1.0912
98 H 3.1675 -4.4710 -1.4123
99 H 4.0238 -4.1462 0.1012
100 H 6.7197 -4.2310 -2.1253
101 H 7.2981 -1.7355 -3.1282
102 H 5.1807 -0.3573 -2.6444

Force components x, y, z for each atom (eV/Å):
-0.166 -0.103 0.041
0.146 -0.075 -0.175
-0.068 0.199 0.211
-0.062 0.007 0.099
0.058 -0.026 0.038
-0.022 0.019 -0.067
0.056 -0.031 0.064
-0.059 0.006 0.016
-0.028 0.033 -0.039
0.062 0.006 -0.057
-0.049 -0.003 0.048
0.033 -0.065 0.085
0.052 0.047 -0.217
-0.092 0.147 0.170
-0.067 0.052 0.006
0.024 0.022 -0.004
-0.005 0.013 -0.003
-0.006 0.003 0.001
0.029 0.004 0.000
0.020 0.015 -0.008
0.038 -0.056 -0.070
0.055 0.005 -0.041
-0.014 -0.011 0.013
0.012 -0.027 -0.041
0.010 0.018 -0.005
-0.022 -0.040 -0.001
-0.049 0.028 -0.041
-0.021 -0.020 0.024
0.012 -0.069 -0.081
0.057 0.030 -0.080
0.015 0.012 0.080
0.006 0.010 -0.074
-0.059 -0.036 0.000
-0.012 -0.023 0.055
0.066 0.040 0.010
-0.053 -0.051 -0.030
0.001 0.020 -0.079
0.021 0.098 0.160
0.078 -0.048 -0.083
-0.003 0.008 0.056
-0.046 0.025 -0.019
0.002 0.006 0.000
0.010 0.006 0.009
-0.008 0.036 0.004
0.005 0.002 -0.006
0.022 -0.072 0.001
0.022 0.043 0.005
-0.005 -0.012 0.007
0.002 -0.021 0.010
0.025 0.027 -0.012
0.022 -0.030 -0.024
-0.051 -0.001 0.069
-0.003 0.005 -0.010
0.004 0.004 0.004
-0.003 0.003 0.000
0.004 -0.002 -0.008
-0.007 0.008 0.004
-0.013 -0.007 -0.007
0.009 -0.006 0.005
-0.007 -0.002 -0.003
0.012 0.005 -0.010
-0.006 -0.008 0.005
0.005 0.003 0.003
0.001 0.000 -0.003
-0.003 0.008 -0.001
-0.010 -0.002 0.009
-0.003 0.001 -0.003
0.003 0.001 0.002
0.005 0.006 0.002
-0.002 -0.004 -0.002
0.001 0.004 0.002
-0.002 -0.008 0.005
-0.004 -0.005 -0.002
0.005 0.006 0.004
0.003 -0.016 0.002
-0.010 0.003 0.004
0.002 -0.002 -0.007
-0.006 -0.002 0.005
0.008 0.007 -0.001
0.007 -0.015 0.004
-0.004 0.000 0.003
0.003 0.001 -0.003
0.002 -0.002 0.001
-0.005 -0.007 0.003
-0.013 -0.003 0.001
0.003 -0.003 -0.007
-0.003 -0.001 0.004
0.003 -0.004 0.006
-0.008 0.009 -0.007
-0.057 -0.024 0.011
0.062 0.084 -0.021
0.040 -0.012 -0.031
0.060 -0.022 -0.032
-0.041 -0.067 0.042
0.060 0.145 0.080
-0.108 -0.221 -0.073
0.007 0.000 0.006
0.007 -0.019 0.013
-0.010 -0.002 -0.006
0.010 0.010 -0.008
0.002 -0.006 0.008
0.008 -0.011 -0.023

- Calculated total energy: -104295.384 eV
- Net charge: +1
- Kohn-Sham gap: 7.91 eV
- Lowest unoccupied orbital energy: -2.0 eV
- Spin multiplicity: 1

Entry 2:
# C52H43N3O2P2PtS

C52H43N3O2P2PtS as an isolated structure (the ωB97M-V functional and the def2-TZVPD basis, OMol25).

Atoms and positions in Å:
1 Pt -0.2768 -0.0057 1.1196
2 O 2.5187 -1.0530 1.2737
3 S 1.8127 -0.1765 0.3518
4 C 2.4839 1.4265 0.3796
5 C 3.7309 1.5787 0.9743
6 C 4.5186 2.7144 0.7479
7 C 4.0637 3.6493 -0.1562
8 C 4.6858 4.9121 -0.6799
9 C 3.6656 5.4715 -1.7061
10 C 2.5044 4.5194 -1.6588
11 C 1.3007 4.5006 -2.3239
12 C 0.3785 3.4950 -2.0014
13 C 0.6459 2.4694 -1.0895
14 P -0.7988 1.7009 -0.3857
15 C -2.0544 1.5575 -1.6350
16 C -3.3069 2.1659 -1.4885
17 C -4.2373 2.0683 -2.5110
18 C -3.9262 1.3753 -3.6740
19 C -2.6708 0.7963 -3.8331
20 C -1.7311 0.8887 -2.8234
21 C -1.2999 2.6709 1.0352
22 C -2.5497 2.4491 1.6464
23 C -2.9636 3.2646 2.6808
24 C -2.1361 4.2882 3.1347
25 C -0.8877 4.4982 2.5571
26 C -0.4665 3.7009 1.5106
27 C 1.9286 2.4171 -0.4762
28 C 2.7941 3.4805 -0.7512
29 C 1.9346 -0.6673 -1.3279
30 C 3.1337 -0.3048 -1.9382
31 C 3.4192 -0.5868 -3.2740
32 C 2.4463 -1.2063 -4.0240
33 C 2.4241 -1.6145 -5.4676
34 C 1.0393 -2.2752 -5.6743
35 C 0.3731 -2.2113 -4.3304
36 C -0.8526 -2.6658 -3.9074
37 C -1.1775 -2.5126 -2.5560
38 C -0.3260 -1.9087 -1.6285
39 P -0.7861 -2.0602 0.0614
40 C -2.5215 -2.3256 0.2723
41 C -3.4273 -1.3326 -0.1268
42 C -4.7837 -1.5786 -0.0642
43 C -5.2471 -2.8126 0.3874
44 C -4.3538 -3.8054 0.7685
45 C -2.9894 -3.5708 0.7174
46 C 0.1875 -3.2887 0.8882
47 C -0.1456 -3.6915 2.1908
48 C 0.5565 -4.7153 2.7937
49 C 1.6044 -5.3352 2.1141
50 C 1.9418 -4.9375 0.8277
51 C 1.2368 -3.9189 0.2090
52 C 0.9279 -1.3695 -2.0498
53 C 1.2333 -1.5736 -3.4073
54 H 4.1192 0.7729 1.5848
55 H 5.4786 2.8087 1.2372
56 H 5.6590 4.7086 -1.1294
57 H 4.8707 5.6106 0.1386
58 H 4.0817 5.5122 -2.7143
59 H 3.3485 6.4874 -1.4664
60 H 1.0317 5.2600 -3.0458
61 H -0.6018 3.5459 -2.4603
62 H -3.5499 2.7433 -0.6087
63 H -5.1985 2.5536 -2.4080
64 H -4.6552 1.3082 -4.4710
65 H -2.4224 0.2905 -4.7565
66 H -0.7418 0.4732 -2.9701
67 H -3.1975 1.6517 1.3089
68 H -3.9365 3.1139 3.1290
69 H -2.4705 4.9327 3.9373
70 H -0.2558 5.3016 2.9103
71 H 0.4883 3.8984 1.0427
72 H 3.8835 0.2198 -1.3577
73 H 4.3767 -0.3056 -3.6910
74 H 3.2449 -2.3010 -5.6822
75 H 2.5734 -0.7499 -6.1164
76 H 1.1212 -3.3101 -6.0108
77 H 0.4426 -1.7577 -6.4275
78 H -1.5440 -3.1620 -4.5754
79 H -2.1255 -2.9067 -2.2108
80 H -3.0711 -0.3841 -0.5067
81 H -5.4872 -0.8181 -0.3758
82 H -6.3113 -3.0045 0.4288
83 H -4.7199 -4.7704 1.0920
84 H -2.3027 -4.3625 0.9813
85 H -0.9812 -3.2357 2.7081
86 H 0.2796 -5.0558 3.7828
87 H 2.1465 -6.1443 2.5860
88 H 2.7432 -5.4350 0.2988
89 H 1.4914 -3.6375 -0.8037
90 C 0.0924 -1.7306 6.6865
91 N -0.2262 -1.2787 5.3298
92 C -1.5619 -0.8670 4.8959
93 C -1.2732 -0.5288 3.4642
94 O -2.0119 -0.1447 2.5290
95 N 0.0177 -0.7044 3.1885
96 C 0.6279 -1.1851 4.3190
97 N 1.9037 -1.5011 4.3408
98 H -0.7020 -1.4077 7.3539
99 H 1.0189 -1.2691 7.0263
100 H 0.1716 -2.8164 6.7292
101 H -1.9263 0.0007 5.4510
102 H -2.2949 -1.6721 4.9882
103 H 2.4335 -1.4297 3.4820
104 H 2.3487 -1.8729 5.1657

Force components x, y, z for each atom (eV/Å):
0.039 0.086 -0.032
-0.006 -0.007 0.014
-0.022 -0.002 -0.013
0.016 -0.012 0.032
-0.011 -0.009 -0.003
-0.003 0.010 0.007
0.008 0.012 0.002
0.001 -0.006 -0.006
0.002 -0.004 0.003
-0.005 0.013 -0.019
0.002 0.002 0.016
0.008 -0.038 -0.003
-0.024 0.045 -0.036
0.011 -0.072 0.036
-0.032 0.014 0.005
0.007 -0.002 -0.022
0.005 -0.001 0.005
0.000 -0.002 0.000
-0.001 -0.006 -0.001
0.011 -0.008 0.005
0.006 0.007 -0.006
-0.003 0.001 0.030
-0.001 0.000 -0.012
0.004 0.004 -0.004
0.001 0.004 0.001
0.008 -0.002 0.024
0.029 0.038 -0.003
-0.012 -0.028 0.014
0.000 0.034 0.008
0.022 -0.013 -0.012
0.025 0.021 0.012
-0.017 -0.020 -0.006
-0.003 0.008 -0.003
-0.002 0.003 0.008
0.010 0.004 -0.017
-0.006 -0.001 -0.001
-0.010 0.031 0.004
0.006 0.032 0.028
-0.024 0.038 -0.027
0.003 -0.042 0.013
0.005 -0.007 -0.016
0.000 0.007 -0.006
-0.006 -0.007 0.005
-0.001 0.005 -0.007
0.002 0.004 -0.007
-0.007 -0.034 0.010
0.009 0.002 -0.003
0.007 -0.004 0.003
0.000 0.005 -0.004
0.005 -0.004 -0.002
0.005 0.018 0.023
-0.004 -0.059 -0.024
-0.005 -0.010 0.013
0.000 0.000 0.002
0.002 -0.001 -0.002
0.000 0.002 0.001
-0.003 0.001 -0.001
-0.001 0.004 -0.001
0.002 -0.001 0.001
0.001 0.002 -0.001
-0.008 -0.002 0.003
0.000 0.000 0.006
-0.002 -0.002 -0.001
0.001 0.002 -0.001
-0.001 0.000 -0.002
0.001 -0.005 0.008
0.002 -0.011 -0.002
-0.001 0.002 0.000
0.000 -0.002 0.004
-0.001 0.001 0.001
-0.006 -0.003 0.001
-0.006 -0.007 -0.008
-0.001 0.001 -0.004
0.001 -0.003 0.003
0.002 -0.002 0.000
-0.001 0.000 0.001
-0.001 -0.003 -0.002
-0.001 -0.001 0.001
-0.004 -0.009 -0.005
0.000 -0.005 0.008
0.002 0.002 0.002
0.000 0.001 0.001
0.003 -0.001 0.002
-0.001 -0.002 0.009
-0.008 -0.003 -0.001
-0.003 -0.001 0.000
0.000 0.000 0.001
-0.001 -0.002 0.000
-0.006 0.009 -0.010
0.005 0.001 0.002
-0.007 0.001 -0.001
0.001 0.009 -0.006
-0.013 -0.009 0.055
-0.027 0.019 -0.065
0.012 -0.020 -0.033
0.024 -0.004 0.020
-0.015 0.004 -0.011
-0.003 -0.004 -0.001
-0.001 0.002 -0.001
0.002 0.001 -0.001
0.000 -0.001 0.001
0.000 -0.001 0.001
0.005 -0.002 0.004
0.005 0.000 -0.002

- Calculated total energy: -95813.092 eV
- Net charge: +4
- Kohn-Sham gap: 5.61 eV
- Lowest unoccupied orbital energy: -12.4 eV
- Spin multiplicity: 1

Number 1: HOMO energy -9.9241 eV. Number 2: HOMO energy -18.0041 eV.